H12O6 | wB97M-V/def2-TZVPD

- F_max (eV Å⁻¹) = 4.2
- SMILES = O.O.O.O.O.O
- HOMO energy (eV) = -10.0
- Kohn-Sham gap (hartree) = 0.377
- LUMO (eV) = 0.254
- total charge = 0

Each line ends with the natural charge from an NBO analysis.
Geometry (Å):
O1 -2.3918 0.8123 -1.0071  -0.94
H1 -1.5155 0.4783 -0.9893  0.48
H2 -2.2095 1.7693 -1.0912  0.46
O2 2.5851 2.8542 -2.5270  -0.93
H3 3.2573 3.1890 -1.8414  0.47
H4 1.8075 3.3272 -2.2588  0.46
O3 -1.7129 -0.4498 0.5770  -0.95
H5 -2.6579 -0.6657 0.3514  0.47
H6 -1.7188 -0.7587 1.4316  0.48
O4 2.4945 0.7219 0.7653  -0.97
H7 2.2339 0.3159 -0.0638  0.49
H8 1.6794 1.2150 1.1862  0.47
O5 2.7008 -1.7674 -0.3139  -0.94
H9 2.6897 -1.9331 0.6609  0.48
H10 1.8991 -2.2059 -0.5761  0.47
O6 -2.7536 -1.9994 1.9607  -0.94
H11 -3.1139 -2.6264 2.5628  0.48
H12 -3.2734 -2.2766 1.1728  0.47

Force components x, y, z for each atom (eV/Å):
O -1.385 3.171 -2.460
H 1.030 -0.777 0.210
H -0.639 -0.567 -0.097
O 2.108 0.611 1.568
H -1.336 -0.957 -1.600
H -0.789 0.310 0.044
O -0.599 -0.308 -1.733
H 1.773 1.092 -0.156
H 0.821 -1.074 3.008
O -2.028 1.975 1.969
H -0.304 -0.132 -0.088
H 2.371 -1.661 -1.663
O 0.220 -0.321 1.372
H 0.291 0.506 -1.079
H -0.568 -0.329 -0.517
O -1.525 -1.298 -0.651
H -0.200 -0.707 1.493
H 0.760 0.466 0.381